[1]
{"formula": "C5H19NO4", "method": "ωB97M-V/def2-TZVPD", "charge": 0, "e_lumo_ev": 0.42, "relative_energy_kj_mol": 314.3, "orbital_gap_ev": 10.11, "species": ["C", "C", "C", "C", "N", "C", "H", "H", "H", "H", "H", "H", "H", "H", "H", "H", "H", "O", "H", "H", "O", "H", "H", "O", "H", "H", "O", "H", "H"], "xyz": [[-1.717, -1.152, -1.685], [-0.562, -0.498, -1.421], [0.205, 0.659, -1.989], [0.357, 1.649, -0.862], [1.169, 0.996, 0.292], [1.225, 1.741, 1.624], [-2.438, -0.996, -2.593], [-2.252, -2.023, -1.416], [-0.153, -0.870, -0.497], [1.122, 0.237, -2.340], [-0.359, 1.099, -2.848], [0.989, 2.574, -1.210], [-0.653, 2.033, -0.550], [0.640, 0.197, 0.496], [2.255, 2.023, 1.912], [0.734, 1.299, 2.504], [0.528, 2.696, 1.698], [1.638, -2.476, 1.421], [2.190, -2.261, 0.706], [1.038, -1.777, 1.551], [-1.000, -0.356, 1.823], [-1.100, -0.188, 2.770], [-1.914, -0.491, 1.587], [-3.454, -0.327, 0.762], [-3.516, -1.042, 0.163], [-3.228, 0.441, 0.320], [3.038, -1.241, -0.542], [2.688, -0.422, -0.349], [2.530, -1.523, -1.328]], "nbo_charge": [-0.447, -0.154, -0.465, -0.207, -0.677, -0.434, 0.178, 0.212, 0.188, 0.223, 0.225, 0.204, 0.181, 0.371, 0.204, 0.206, 0.183, -0.963, 0.483, 0.462, -0.986, 0.472, 0.494, -0.934, 0.485, 0.481, -0.941, 0.488, 0.466]}

---

[2]
{"formula": "C2H3IrO3", "method": "ωB97M-V/def2-TZVPD", "charge": 2, "e_lumo_ev": [-11.91, -14.11], "multiplicity": 5, "orbital_gap_ev": [8.82, 7.68], "species": ["O", "C", "O", "C", "O", "Ir", "H", "H", "H"], "xyz": [[1.138, 1.560, -0.742], [0.497, 0.687, -0.292], [-0.606, 0.430, 0.173], [0.972, -2.426, 0.652], [-0.283, -2.309, 1.084], [-1.495, -1.011, 0.990], [1.677, -2.847, 1.391], [1.040, -2.999, -0.291], [1.309, -1.087, 0.070]], "nbo_charge": [-0.200, 1.016, -0.670, -0.162, -0.444, 1.752, 0.304, 0.300, 0.104]}

---

> Number 1 is which compound?

C5H19NO4

---

Repeat the first record exactly.
{"formula": "C5H19NO4", "method": "ωB97M-V/def2-TZVPD", "charge": 0, "e_lumo_ev": 0.42, "relative_energy_kj_mol": 314.3, "orbital_gap_ev": 10.11, "species": ["C", "C", "C", "C", "N", "C", "H", "H", "H", "H", "H", "H", "H", "H", "H", "H", "H", "O", "H", "H", "O", "H", "H", "O", "H", "H", "O", "H", "H"], "xyz": [[-1.717, -1.152, -1.685], [-0.562, -0.498, -1.421], [0.205, 0.659, -1.989], [0.357, 1.649, -0.862], [1.169, 0.996, 0.292], [1.225, 1.741, 1.624], [-2.438, -0.996, -2.593], [-2.252, -2.023, -1.416], [-0.153, -0.870, -0.497], [1.122, 0.237, -2.340], [-0.359, 1.099, -2.848], [0.989, 2.574, -1.210], [-0.653, 2.033, -0.550], [0.640, 0.197, 0.496], [2.255, 2.023, 1.912], [0.734, 1.299, 2.504], [0.528, 2.696, 1.698], [1.638, -2.476, 1.421], [2.190, -2.261, 0.706], [1.038, -1.777, 1.551], [-1.000, -0.356, 1.823], [-1.100, -0.188, 2.770], [-1.914, -0.491, 1.587], [-3.454, -0.327, 0.762], [-3.516, -1.042, 0.163], [-3.228, 0.441, 0.320], [3.038, -1.241, -0.542], [2.688, -0.422, -0.349], [2.530, -1.523, -1.328]], "nbo_charge": [-0.447, -0.154, -0.465, -0.207, -0.677, -0.434, 0.178, 0.212, 0.188, 0.223, 0.225, 0.204, 0.181, 0.371, 0.204, 0.206, 0.183, -0.963, 0.483, 0.462, -0.986, 0.472, 0.494, -0.934, 0.485, 0.481, -0.941, 0.488, 0.466]}